This record from OMol25 describes 2 unconnected molecules or ions with the total composition C2H7NO2Si at a distorted geometry. The level of theory is ωB97M-V/def2-TZVPD.

LUMO energy   -0.751 eV
Orbital gap   9.676 eV
HOMO energy   -10.43 eV

XYZ file:
```
13
Properties=species:S:1:pos:R:3:forces:R:3
C -0.234047 -1.441619 0.481271 1.658 -0.063 -0.522
C 0.181644 -0.111386 -0.224793 -3.255 0.140 -2.346
N 1.606372 0.137744 -0.130975 0.863 -0.681 -0.355
O 2.280199 -0.885206 -0.214310 0.534 1.148 0.222
O 2.027401 1.281439 0.002137 -0.345 -0.861 -0.078
Si -1.088652 1.466992 -0.010299 3.058 -1.468 -0.514
H -1.296913 -1.597525 0.346050 -0.080 -0.122 -0.075
H 0.015278 -1.509681 1.579704 -0.210 0.590 -1.058
H 0.384581 -2.238368 -0.007189 -0.935 0.433 0.516
H -0.018757 -0.371727 -1.906403 0.537 0.641 4.204
H -0.677409 2.274663 -1.141799 -0.522 0.311 -0.516
H -2.283253 0.718631 0.066046 -1.386 -0.301 -0.273
H -0.896446 2.276038 1.160559 0.084 0.233 0.795
```
Forces are in eV/Å.

Here are the Löwdin charges for atoms 1 to 5, given in e: C -0.141; C -0.400; N -0.457; O 0.039; O 0.044

***

This record from OMol25 describes 2 unconnected molecules or ions with the total composition C2H7NO3 at a distorted geometry. The level of theory is ωB97M-V/def2-TZVPD.

Structure (SMILES)   O=CNCO.O
LUMO energy   0.574 eV
Orbital gap   11.066 eV
HOMO energy   -10.49 eV

XYZ file:
```
13
Properties=species:S:1:pos:R:3:forces:R:3
O -0.599850 0.380453 0.755999 -0.432 0.215 0.234
C -0.187857 0.282192 -0.360960 1.737 -0.430 -1.868
N 0.999457 -0.317019 -0.747496 0.736 -0.676 -0.600
C 2.002585 -0.868701 0.109363 -1.107 -1.375 1.239
O 1.845707 -2.279643 0.501405 -0.460 1.374 -0.415
H -0.561288 0.644865 -1.345914 -1.115 0.396 0.809
H 1.282469 -0.262374 -1.724888 -0.687 0.098 0.390
H 1.895902 -0.280882 1.007768 0.603 -0.227 0.603
H 2.971883 -0.865452 -0.332001 0.672 0.857 -0.469
H 1.837756 -2.776219 -0.323754 -0.016 -0.146 0.062
O -3.532113 2.397233 -0.166527 0.704 -0.104 0.374
H -4.041975 3.091373 0.261356 0.068 -0.019 0.045
H -2.737146 2.270493 0.393073 -0.704 0.038 -0.406
```
Forces are in eV/Å.

Here are the Löwdin charges for atoms 1 to 5, given in e: O 0.062; C -0.352; N 0.020; C -0.224; O -0.063

***

This record from OMol25 describes C2H7NO3 in the gas phase at a distorted geometry. The level of theory is ωB97M-V/def2-TZVPD.

Structure (SMILES)   OCN(O)CO
LUMO energy   0.622 eV
Orbital gap   10.649 eV
HOMO energy   -10.03 eV

XYZ file:
```
13
Properties=species:S:1:pos:R:3:forces:R:3
O 0.583311 -1.939473 0.994126 0.115 0.005 -0.018
C -0.187774 -0.790220 0.869216 -0.015 0.335 -0.006
N 0.229643 0.019038 -0.286858 0.741 0.913 0.684
O 1.555704 0.482751 0.018735 -0.251 -0.043 0.134
C -0.750871 1.145601 -0.606576 1.190 -0.667 0.495
O -1.475619 0.448396 -1.533065 1.373 -2.401 -0.712
H 1.485644 -1.669536 1.207137 -0.090 -0.014 -0.035
H -1.213949 -1.094913 0.663720 0.025 0.060 0.056
H -0.151439 -0.164945 1.773953 0.038 -0.090 -0.062
H 2.018548 0.496401 -0.830567 -0.186 -0.118 0.110
H -1.339836 1.456486 0.269596 0.160 0.070 -0.162
H -0.144437 1.965460 -1.028524 -0.222 -0.058 0.326
H -0.608927 -0.355046 -1.510894 -2.877 2.010 -0.810
```
Forces are in eV/Å.

Here are the Löwdin charges for atoms 1 to 5, given in e: O -0.015; C -0.259; N -0.201; O -0.027; C -0.288

***

This record from OMol25 describes 2 unconnected molecules or ions with the total composition C2H7NO3P at a distorted geometry. The level of theory is ωB97M-V/def2-TZVPD.

LUMO energy (alpha / beta)   4.196 / 2.212 eV
Net charge   -1
Orbital gap (alpha / beta)   5.623 / 6.391 eV
Multiplicity   3
Expectation value of S²   2.010
HOMO energy (alpha / beta)   -1.43 / -4.18 eV

XYZ file:
```
14
Properties=species:S:1:pos:R:3:forces:R:3
C -1.432143 0.330731 -0.595400 0.094 -0.148 0.138
C -0.597654 -0.909320 -0.886898 0.177 0.460 -1.043
N 1.327866 -0.796325 1.376972 -0.258 -0.271 0.097
O 2.359598 -1.294549 -0.890368 0.770 -1.900 -1.079
O 1.638423 1.979081 -0.293481 -0.880 0.200 -0.132
O -0.729283 -1.973550 -0.193347 -1.183 -1.837 0.868
P 1.266832 -0.523813 -0.287828 0.937 3.911 0.476
H -1.767869 0.316490 0.441052 -0.019 0.014 0.090
H -0.818515 1.213431 -0.756532 0.009 0.236 -0.052
H -2.305640 0.360979 -1.247105 -0.093 0.003 -0.025
H -0.446471 -1.035832 -1.984666 0.169 0.003 0.136
H 1.508700 -1.781966 1.529820 -0.195 -0.250 0.283
H 0.481019 -0.495146 1.842402 -0.016 -0.101 0.168
H 2.573394 1.870320 -0.119581 0.488 -0.319 0.075
```
Forces are in eV/Å.

Here are the Löwdin charges for atoms 1 to 5, given in e: C -0.115; C -0.664; N -0.144; O -0.439; O -0.380

***

This record from OMol25 describes 3 unconnected molecules or ions with the total composition C2H7NO4. The level of theory is ωB97M-V/def2-TZVPD.

LUMO energy (alpha / beta)   3.323 / 3.295 eV
Net charge   -1
Orbital gap (alpha / beta)   3.535 / 7.791 eV
Multiplicity   2
Expectation value of S²   0.760
HOMO energy (alpha / beta)   -0.21 / -4.50 eV

XYZ file:
```
14
Properties=species:S:1:pos:R:3:forces:R:3
O -0.090213 -1.105378 2.806346 0.006 0.554 0.389
C -0.617968 -0.063037 2.405436 0.058 -0.387 0.323
N -0.156060 0.683695 1.364368 -0.017 -0.105 0.373
C -1.032380 0.966701 0.310423 -0.070 0.707 -0.129
O -1.984435 0.183317 -0.042266 0.363 -0.268 -0.011
H -1.489323 0.410948 2.884782 -0.283 -0.452 -0.147
H 0.854374 0.674985 1.271773 0.177 -0.283 -0.579
H -0.701345 1.804112 -0.295534 -0.011 0.191 -0.202
H -0.480421 -1.110583 -0.497712 -0.013 -0.082 0.191
H 0.130243 -1.698348 -1.746851 -0.126 -0.112 0.095
O 0.276425 -1.665620 -0.794208 -0.054 0.197 -0.419
H 1.993740 0.483409 -3.285637 -0.109 0.153 0.229
H 1.678420 -0.213208 -1.971671 -0.282 0.174 0.359
O 1.618943 0.649006 -2.409249 0.361 -0.285 -0.472
```
Forces are in eV/Å.

Here are the Löwdin charges for atoms 1 to 5, given in e: O -0.066; C -0.424; N -0.019; C -0.478; O -0.200

***

This record from OMol25 describes a gas-phase ion, C2H7NO4PS (charge +1) at a distorted geometry. The level of theory is ωB97M-V/def2-TZVPD.

LUMO energy   -4.052 eV
Net charge   +1
Orbital gap   8.852 eV
HOMO energy   -12.90 eV

XYZ file:
```
16
Properties=species:S:1:pos:R:3:forces:R:3
C -2.101148 -0.305185 -1.031279 -1.822 0.930 -0.812
C -0.724000 -0.499635 0.812502 1.373 -0.508 -3.076
N -1.938836 -0.543178 0.370776 1.388 -0.205 1.945
O -2.924990 -0.681394 1.131336 0.199 0.186 -0.429
O 1.135511 1.450321 0.945416 -1.154 -5.272 -1.969
O 2.678724 -0.744382 1.025280 -0.362 1.650 -2.465
O 0.364590 -0.522711 -0.343808 -0.835 0.632 3.676
P 1.717759 0.155234 0.135346 -1.550 0.462 -0.029
S 2.678473 0.223356 -1.648320 -0.293 2.352 -0.626
H -1.334007 -0.786514 -1.619372 -0.401 -0.265 -0.206
H -2.037634 0.786497 -1.128521 0.054 -0.241 -0.295
H -3.153494 -0.573377 -1.184060 0.498 -0.232 -0.601
H -0.298897 -0.489073 1.767001 -0.147 -0.225 1.262
H 1.951554 1.398351 -2.172204 1.009 -1.988 1.062
H 1.621250 2.193219 1.093612 2.636 3.439 0.743
H 2.365144 -1.061527 1.846292 -0.594 -0.715 1.820
```
Forces are in eV/Å.

Here are the Löwdin charges for atoms 1 to 5, given in e: C 0.039; C 0.017; N -0.317; O 0.025; O -0.062

***

This record from OMol25 describes 2 unconnected molecules or ions with the total composition C2H7NS at a distorted geometry. The level of theory is ωB97M-V/def2-TZVPD.

Structure (SMILES)   C=C.NS
LUMO energy   0.659 eV
Orbital gap   9.819 eV
HOMO energy   -9.16 eV

XYZ file:
```
11
Properties=species:S:1:pos:R:3:forces:R:3
C 1.286908 -1.188534 1.450715 1.759 -0.253 -0.860
C 0.054887 -1.291204 1.072555 -3.819 0.065 -1.684
H 2.154976 -1.446015 0.853681 -0.302 -0.374 -0.377
H 1.599610 -0.734955 2.330162 0.070 0.717 1.827
H -0.827906 -0.875408 1.684013 1.566 -0.819 -0.828
H -0.267005 -1.660048 0.016851 0.764 0.417 2.151
N 0.689207 1.307353 -2.714071 -1.918 0.681 0.248
S -0.235214 0.710010 -1.419271 -0.601 1.254 -0.257
H 1.567261 1.569727 -2.463652 2.945 1.303 1.417
H 0.849133 0.633474 -3.368109 -0.051 -2.333 -2.398
H -1.035337 1.789051 -1.607163 -0.413 -0.659 0.761
```
Forces are in eV/Å.

Here are the Löwdin charges for atoms 1 to 5, given in e: C -0.117; C -0.171; H 0.052; H 0.023; H 0.080

***

This record from OMol25 describes C2H7NS in the gas phase at a distorted geometry. The level of theory is ωB97M-V/def2-TZVPD.

Structure (SMILES)   CSCN
LUMO energy   0.982 eV
Orbital gap   9.651 eV
HOMO energy   -8.67 eV

XYZ file:
```
11
Properties=species:S:1:pos:R:3:forces:R:3
C 0.875398 0.208607 1.429050 -0.032 -0.390 -1.050
S 1.369382 -0.056233 -0.361821 -0.036 0.119 0.664
C -0.163944 0.153367 -1.291383 -0.075 0.097 0.452
N -1.179932 -0.791380 -0.806139 0.356 0.529 -1.113
H 0.495487 -0.700400 1.907609 0.180 0.051 -0.255
H 1.836141 0.466544 1.867842 -0.216 0.208 0.276
H 0.113781 0.983418 1.549525 0.386 0.136 -0.130
H -0.473461 1.200533 -1.229910 -0.178 -0.005 0.306
H 0.107693 0.039767 -2.350805 0.003 -0.483 0.267
H -0.893932 -1.160093 0.083554 -0.381 -0.015 0.202
H -2.086612 -0.344129 -0.797523 -0.007 -0.248 0.381
```
Forces are in eV/Å.

Here are the Löwdin charges for atoms 1 to 5, given in e: C -0.384; S 0.768; C -0.611; N -0.056; H 0.023

***

This record from OMol25 describes 2 unconnected molecules or ions with the total composition C2H7NS2 at a distorted geometry. The level of theory is ωB97M-V/def2-TZVPD.

Structure (SMILES)   C=NC.SS
LUMO energy   -0.095 eV
Orbital gap   8.644 eV
HOMO energy   -8.74 eV

XYZ file:
```
12
Properties=species:S:1:pos:R:3:forces:R:3
C -0.454792 1.782306 -0.144793 2.619 -0.367 -1.114
N 0.423984 0.928886 0.237536 0.410 2.331 0.294
C 0.329476 0.471638 1.604969 -1.699 1.495 0.698
H -0.085767 2.441452 -1.017618 -1.505 -1.255 0.981
H -1.393899 1.891810 0.380601 -0.288 0.601 0.188
H 0.656736 -0.489029 1.691812 1.149 -2.854 0.015
H 0.959591 1.031156 2.392102 -1.170 -0.223 -1.584
H -0.753292 0.405243 1.840270 0.416 0.424 0.742
S -0.932634 -2.451823 -1.836357 1.656 0.339 -0.694
S 1.051951 -1.407596 -1.953736 -1.820 -1.457 -0.810
H -0.514311 -3.597284 -2.428101 -0.106 0.308 0.259
H 0.712958 -1.006760 -0.766685 0.338 0.659 1.025
```
Forces are in eV/Å.

Here are the Löwdin charges for atoms 1 to 5, given in e: C -0.053; N -0.143; C -0.157; H 0.102; H 0.064

***

This record from OMol25 describes C2H7NS2 in the gas phase at a distorted geometry. The level of theory is ωB97M-V/def2-TZVPD.

Structure (SMILES)   CN(S)CS
LUMO energy   0.703 eV
Orbital gap   9.266 eV
HOMO energy   -8.56 eV

XYZ file:
```
12
Properties=species:S:1:pos:R:3:forces:R:3
C 0.587679 1.257725 -0.425724 -1.675 -1.856 2.479
N 0.359021 -0.189510 -0.093956 2.305 0.845 -0.129
S 1.801467 -1.117659 0.087083 -0.335 -0.377 -1.706
C -0.652406 -0.337075 0.862206 -1.658 -4.103 -0.819
S -2.303457 -0.305517 -0.119075 0.103 1.951 1.804
H -0.252720 1.779896 0.020455 -0.346 0.301 -0.665
H 1.419897 1.689804 0.041162 1.661 0.238 0.512
H 0.617900 1.258293 -1.440559 0.118 0.897 -2.945
H 1.908370 -1.616699 -1.261694 -0.279 0.615 1.809
H -0.621293 -1.343739 1.407092 0.104 1.294 -1.012
H -0.648799 0.376602 1.616196 -0.480 1.695 1.225
H -2.215655 -1.452124 -0.693183 0.483 -1.500 -0.555
```
Forces are in eV/Å.

Here are the Löwdin charges for atoms 1 to 5, given in e: C -0.123; N -0.680; S 0.718; C -0.595; S 0.675

***

This record from OMol25 describes 2 unconnected molecules or ions with the total composition C2H7NS2 at a distorted geometry. The level of theory is ωB97M-V/def2-TZVPD.

LUMO energy (alpha / beta)   -5.610 / -8.990 eV
Net charge   +1
Orbital gap (alpha / beta)   7.909 / 4.499 eV
Multiplicity   2
Expectation value of S²   0.755
HOMO energy (alpha / beta)   -13.52 / -13.49 eV

XYZ file:
```
12
Properties=species:S:1:pos:R:3:forces:R:3
C 0.259487 -1.848429 1.208092 -0.349 -0.413 -0.303
S -0.668329 -1.105097 -0.207585 1.796 0.417 -0.129
S 0.896699 -0.771355 -1.564578 -0.688 -1.262 1.593
H 0.767852 -2.765189 0.892309 0.051 0.273 -0.045
H -0.429901 -2.099638 2.014493 -0.462 -0.005 -0.374
H 0.932437 -1.107685 1.623502 0.279 0.215 -0.367
H 0.632066 0.501547 -1.780103 -0.628 0.738 -0.396
C -0.683036 2.584633 0.692857 0.311 2.202 2.266
N -0.274871 3.340784 1.673629 -0.528 -1.768 -2.045
H -1.688543 2.770263 0.305820 0.196 -0.155 0.036
H -0.090781 1.808353 0.223672 0.318 -0.247 -0.115
H 0.688343 3.112864 1.953825 -0.296 0.005 -0.120
```
Forces are in eV/Å.

Here are the Löwdin charges for atoms 1 to 5, given in e: C -0.344; S 0.688; S 0.610; H 0.066; H 0.063

***

This record from OMol25 describes a molecular structure, C2H7NaO3 at a distorted geometry. The level of theory is ωB97M-V/def2-TZVPD.

LUMO energy (alpha / beta)   -4.222 / -7.256 eV
Net charge   +1
Orbital gap (alpha / beta)   9.805 / 6.767 eV
Multiplicity   2
Expectation value of S²   0.753
HOMO energy (alpha / beta)   -14.03 / -14.02 eV

XYZ file:
```
13
Properties=species:S:1:pos:R:3:forces:R:3
O 0.347995 -1.582669 0.030509 1.055 -0.445 -0.072
C -0.929350 -0.975261 0.189270 -0.819 0.061 0.266
C -0.796096 0.485386 -0.195817 0.261 0.179 -0.027
O -2.048515 1.092650 -0.012528 0.016 -0.210 0.036
H 0.367714 -2.458266 0.444985 -0.315 0.306 -0.119
H -1.254469 -1.061702 1.236126 0.035 0.099 -0.299
H -1.668846 -1.470415 -0.455812 0.176 0.148 0.164
H -0.467572 0.558086 -1.248661 -0.021 -0.049 0.161
H -0.027539 0.960191 0.445318 -0.118 -0.156 -0.122
H -1.986557 2.030456 -0.210409 -0.052 0.059 -0.022
Na 2.416105 -0.853113 -0.657831 -0.182 0.051 0.116
O 3.116367 1.186977 0.382529 -0.117 -0.088 -0.183
H 2.930761 2.087682 0.052318 0.081 0.044 0.101
```
Forces are in eV/Å.

Here are the Löwdin charges for atoms 1 to 5, given in e: O -0.127; C -0.200; C -0.269; O -0.027; H 0.119

***

It is found that the relative energy (zero: lowest compared OMol25 entry of this formula, charge and spin) values, taken in the order of the records, are 750.2, 126.6, 402.0, 54.3, 29.5, 95.5, 194.7, 29.0, 206.5, 165.1, 106.6, 0.0 kJ/mol.